Here is a cluster of 2 separate species, C27H38BI2N4O8S in total from OMol25. Energies are from ωB97M-V/def2-TZVPD.

Properties
Molecular weight ... 843.3 u
Net charge ... +1
Orbital gap ... 6.05 eV
Lowest unoccupied orbital energy ... -4.7 eV
HOMO level ... -10.8 eV

Each line ends with the Mulliken charge.
Element x y z (Å)
I1 5.382 0.827 0.267  0.0676
I2 1.964 -1.006 3.869  0.0226
S1 -0.471 7.301 1.372  -0.1569
O1 2.295 -0.404 -1.214  -0.4518
O2 0.249 3.689 -2.836  -0.3942
O3 -0.346 -5.930 -2.304  -0.2623
O4 1.799 -6.642 -2.514  -0.6203
O5 1.964 5.745 0.692  -0.2397
O6 3.209 -1.368 0.667  -0.1324
O7 1.748 -4.110 2.493  -0.5562
O8 0.938 1.724 -3.791  -0.5461
N1 -2.253 -1.302 1.665  0.0137
N2 1.486 5.950 2.948  -0.3138
N3 1.052 -4.624 0.100  0.5914
N4 2.638 5.200 2.929  -0.2650
C1 -4.040 4.119 0.809  -0.7283
C2 -0.509 1.322 -1.843  -0.2065
C3 -0.949 -5.872 -4.564  -0.5032
C4 4.271 1.222 3.551  -0.9835
C5 -1.490 6.589 -0.014  -0.6661
C6 -1.566 4.960 0.073  0.0823
C7 -0.455 0.113 0.432  -0.3475
C8 0.039 1.455 -0.308  0.0611
C9 2.031 -4.121 -0.935  -0.7479
C10 -2.490 2.255 2.030  -0.3752
C11 -1.894 -0.043 1.047  -0.1749
C12 2.922 5.083 1.520  -0.0053
C13 1.291 -6.062 0.451  -0.8069
C14 2.085 -0.908 -0.083  -0.2298
C15 -2.964 1.172 0.949  -0.2971
C16 -2.986 4.365 -0.372  -0.5061
C17 1.050 6.308 1.624  0.4439
C18 -3.438 3.541 2.177  -0.8017
C19 0.097 -2.383 1.176  -0.1256
C20 0.591 -1.056 0.502  1.6357
C21 -1.497 -5.892 -3.156  -0.4712
C22 -1.339 -2.441 1.746  -0.9032
C23 0.271 2.267 -2.865  0.0886
C24 3.848 -0.293 1.381  -0.6247
C25 0.714 -6.420 -3.000  0.5874
C26 3.531 0.049 2.736  0.5772
C27 0.324 -6.680 -4.429  -0.5444
B1 1.019 -3.746 1.306  0.2487
H1 -1.670 -3.414 2.254  0.3791
H2 -1.421 2.630 1.904  0.1450
H3 -2.106 -6.779 -2.959  0.2753
H4 -0.977 6.860 -1.014  0.3411
H5 2.718 -4.103 2.283  0.3534
H6 -2.088 -5.001 -2.935  0.3023
H7 -0.802 4.596 -0.719  0.0560
H8 2.285 -4.930 -1.727  0.3096
H9 -4.893 3.420 0.462  0.2822
H10 -0.401 0.230 -2.171  0.3433
H11 -0.703 -4.845 -4.852  0.2732
H12 -2.513 1.718 3.056  0.4118
H13 -4.537 5.125 1.064  0.3710
H14 1.170 1.605 -0.268  0.6454
H15 -4.286 3.341 2.917  0.3887
H16 -3.996 0.738 1.209  0.5184
H17 5.065 0.704 4.211  0.2908
H18 -1.639 1.556 -1.898  0.4702
H19 0.143 -7.750 -4.559  0.2780
H20 1.095 -6.334 -5.116  0.2835
H21 -2.814 3.446 -1.054  0.0828
H22 -2.925 1.517 -0.136  -0.0088
H23 2.986 -3.686 -0.441  0.2613
H24 -3.186 -1.470 2.088  0.3587
H25 -2.781 4.376 2.634  0.3003
H26 4.715 2.033 2.882  0.3087
H27 3.491 1.647 4.283  0.3288
H28 2.358 -6.297 0.783  0.2593
H29 -1.171 4.590 1.076  -0.0185
H30 -3.462 5.156 -1.073  0.5420
H31 -0.002 3.973 -3.752  0.3652
H32 1.500 -3.243 -1.473  0.1621
H33 3.846 4.498 1.197  0.3718
H34 -2.551 7.007 -0.011  0.4172
H35 0.504 -6.332 1.256  0.3123
H36 -1.646 -6.270 -5.303  0.3388
H37 -0.439 2.406 0.103  -0.6683
H38 1.009 -6.673 -0.481  0.1356

Here is a structure of composition C27H38ClGdP2 from OMol25. Energies are from ωB97M-V/def2-TZVPD.

Properties
Molecular weight ... 617.3 u
Net charge ... +2
Orbital gap (alpha / beta) ... 7.40 / 6.45 eV
Spin multiplicity ... 8
Lowest unoccupied orbital energy (alpha / beta) ... -7.2 / -8.0 eV
HOMO level (alpha / beta) ... -14.6 / -14.5 eV

Each line ends with the Mulliken spin population.
Element x y z (Å)
Gd1 -1.102 -1.491 0.615  6.7298
Cl1 -0.986 -3.639 1.449  -0.0265
P1 1.587 -0.837 1.211  0.2149
P2 -1.531 0.142 -0.752  -0.0583
C1 -3.009 1.188 -0.474  -0.0167
C2 -5.356 2.638 0.007  -0.0010
C3 -3.670 1.080 0.756  -0.0033
C4 3.897 -1.550 2.867  0.0104
C5 -4.835 1.806 0.999  -0.0049
C6 0.770 0.687 1.889  0.0363
C7 -2.979 -1.801 -2.070  0.0070
C8 -1.438 -0.617 -3.517  0.0061
C9 -1.825 -1.432 -4.582  -0.0028
C10 -2.013 -0.795 -2.252  -0.0193
C11 2.575 -3.586 0.469  0.0059
C12 2.543 -2.086 0.124  0.0221
C13 -2.780 -2.432 -4.392  -0.0008
C14 1.033 0.624 -1.603  0.0309
C15 3.906 -1.579 -0.368  0.0156
C16 -3.557 2.001 -1.477  0.0033
C17 -0.203 1.245 -1.358  0.0100
C18 -4.720 2.728 -1.234  0.0011
C19 2.107 1.359 -2.096  -0.0033
C20 1.690 -2.763 3.427  0.0053
C21 2.359 -1.527 2.808  0.0165
C22 1.799 1.735 2.318  0.0273
C23 -0.333 2.618 -1.581  0.0015
C24 -0.233 0.372 3.017  0.0183
C25 -3.357 -2.616 -3.134  -0.0038
C26 0.748 3.355 -2.065  -0.0004
C27 1.964 2.729 -2.333  0.0023
H1 -3.084 2.049 -2.455  0.0004
H2 3.057 0.868 -2.287  0.0016
H3 1.815 -3.704 2.879  0.0006
H4 4.697 -1.546 0.391  0.0023
H5 0.606 -2.573 3.553  -0.0019
H6 -5.339 1.715 1.957  -0.0001
H7 -3.432 -1.937 -1.089  0.0084
H8 -0.607 7.491 1.161  0.0000
H9 2.119 -2.937 4.438  0.0000
H10 4.236 -1.689 3.915  0.0021
H11 -1.377 -1.286 -5.561  0.0000
H12 -4.099 -3.394 -2.981  -0.0001
H13 -3.074 -3.067 -5.223  -0.0001
H14 2.440 1.381 3.150  0.0010
H15 1.948 -2.142 -0.802  -0.0013
H16 0.184 1.150 1.093  -0.0119
H17 -1.270 3.118 -1.360  -0.0001
H18 4.308 -0.582 2.506  -0.0041
H19 -0.689 0.153 -3.668  0.0010
H20 2.956 -4.159 -0.405  -0.0007
H21 4.355 -2.380 2.310  0.0015
H22 2.446 1.999 1.456  -0.0043
H23 3.795 -0.560 -0.776  -0.0020
H24 0.231 -0.028 3.937  0.0012
H25 1.276 2.656 2.656  0.0000
H26 1.137 -0.437 -1.389  -0.0302
H27 -5.139 3.357 -2.015  0.0002
H28 -3.265 0.404 1.507  0.0049
H29 4.269 -2.232 -1.192  0.0002
H30 -6.265 3.203 0.193  -0.0002
H31 -0.771 1.297 3.312  -0.0001
H32 2.150 -0.762 3.568  0.0057
H33 0.640 4.424 -2.226  -0.0001
H34 3.249 -3.848 1.297  0.0003
H35 1.556 -3.966 0.660  -0.0020
H36 -0.988 -0.363 2.671  0.0043
H37 0.074 7.465 0.865  0.0000
H38 2.803 3.306 -2.712  -0.0002

Here is a cluster of 6 separate species, C27H38F15IO11P in total from OMol25. Energies are from ωB97M-V/def2-TZVPD.

Properties
Molecular weight ... 981.4 u
Net charge ... +1
Orbital gap ... 9.14 eV
Lowest unoccupied orbital energy ... -3.4 eV
HOMO level ... -12.5 eV

Each line ends with the Mulliken charge.
Element x y z (Å)
I1 -3.526 -0.097 -0.988  0.1183
P1 -1.378 0.886 -4.144  0.2244
F1 3.197 -5.950 7.025  -0.2545
F2 4.095 1.525 -0.182  -0.2423
F3 4.233 -4.080 6.685  -0.2334
F4 -1.183 -5.478 0.876  -0.2548
F5 -5.352 -1.118 9.823  -0.2539
F6 -5.262 -0.595 7.725  -0.2408
F7 -1.288 -3.677 -0.317  -0.2242
F8 3.540 -5.248 5.002  -0.2474
F9 -2.024 -3.667 1.718  -0.2424
F10 5.222 7.161 -7.233  -0.2441
F11 -4.631 0.836 9.219  -0.2455
F12 4.192 1.579 -2.343  -0.2505
F13 5.962 2.006 -1.163  -0.2438
F14 3.982 8.932 -7.163  -0.2326
F15 4.813 8.127 -5.335  -0.2380
O1 1.006 -4.765 5.584  -0.3240
O2 1.924 7.352 -6.461  -0.5141
O3 5.005 4.313 -2.052  -0.3224
O4 -2.857 -1.771 7.952  -0.5176
O5 -0.913 0.180 -5.461  -0.2947
O6 -3.824 -5.744 0.863  -0.3083
O7 3.385 5.698 -6.020  -0.3153
O8 -2.519 -0.618 9.859  -0.3113
O9 -3.854 -4.240 -0.817  -0.5601
O10 1.728 -3.121 6.938  -0.5157
O11 3.317 4.068 -0.577  -0.5174
C1 4.291 7.810 -6.529  0.8798
C2 -4.647 -0.460 8.896  0.9195
C3 -0.957 3.764 -4.319  1.1803
C4 -0.457 -3.071 4.614  -1.1537
C5 -1.984 -0.313 -6.361  -0.0141
C6 -1.109 2.575 -4.268  -1.4068
C7 -0.993 -1.204 -2.363  -0.4930
C8 3.253 -4.861 6.249  0.9103
C9 -0.241 -0.293 9.063  -1.0348
C10 -1.357 -0.801 -7.627  -1.3857
C11 -0.585 0.238 -2.703  -0.8149
C12 1.907 -4.116 6.303  0.3519
C13 -3.221 -1.036 8.822  0.3413
C14 4.237 3.644 -1.211  0.3316
C15 3.037 6.938 -6.345  0.3402
C16 1.797 4.226 -7.114  -1.1073
C17 2.302 4.784 -5.800  -0.1289
C18 4.707 5.717 -2.203  0.0321
C19 -0.326 -4.210 5.599  -0.1836
C20 5.356 6.538 -1.111  -1.2663
C21 4.641 2.158 -1.213  0.9005
C22 -1.925 -4.406 0.609  0.9018
C23 -5.141 -7.209 -0.576  -1.0964
C24 -1.164 -1.107 9.940  -0.2199
C25 -3.328 -4.791 0.108  0.3594
C26 -5.162 -6.195 0.545  -0.2448
C27 -2.485 -1.468 -2.250  -0.7400
H1 -2.634 -2.455 -1.826  0.2350
H2 2.613 3.765 -7.669  0.3532
H3 -0.869 0.007 -8.165  0.3332
H4 5.185 7.599 -1.289  0.3724
H5 -1.141 -2.163 9.674  0.3054
H6 -2.757 0.733 -4.009  0.1803
H7 -2.121 -1.256 -8.251  0.4054
H8 -0.165 -3.397 3.615  0.3276
H9 5.108 6.001 -3.174  0.2394
H10 1.027 3.475 -6.934  0.2185
H11 4.950 6.281 -0.133  0.3360
H12 -0.603 -1.560 -7.428  0.3256
H13 -6.145 -7.596 -0.746  0.3752
H14 -0.497 -1.448 -1.427  0.3582
H15 -2.993 -1.466 -3.210  0.2988
H16 -2.509 -1.110 -5.838  0.2480
H17 -4.781 -6.765 -1.503  0.3080
H18 -2.687 0.493 -6.567  0.3989
H19 -4.483 -8.041 -0.325  0.3176
H20 1.508 5.275 -5.238  0.3292
H21 -5.536 -6.639 1.464  0.3258
H22 1.374 5.013 -7.737  0.3462
H23 -0.297 0.765 9.320  0.3284
H24 -0.887 0.894 -1.885  0.4697
H25 0.186 -2.236 4.892  0.3432
H26 -1.126 4.820 -4.397  0.5243
H27 3.628 5.865 -2.234  0.2897
H28 -0.514 -0.395 8.013  0.2443
H29 -0.982 -5.034 5.328  0.3345
H30 0.787 -0.631 9.182  0.3693
H31 -0.599 -1.905 -3.099  0.3715
H32 -0.583 -3.896 6.610  0.2521
H33 2.706 3.988 -5.176  0.2962
H34 0.498 0.320 -2.783  0.5259
H35 -1.487 -2.719 4.584  0.3800
H36 -5.789 -5.337 0.306  0.3236
H37 -0.885 -1.019 10.987  0.3178
H38 6.429 6.353 -1.084  0.3394

Here is a cluster of 6 separate species, C27H38F5NO21S in total from OMol25. Energies are from ωB97M-V/def2-TZVPD.

Properties
Molecular weight ... 839.6 u
Orbital gap ... 9.64 eV
Structure (SMILES) ... CN(C)C(=O)COC(=O)OS(=O)(=O)C(F)(F)C(F)(F)F.C[C@@H]1COC(=O)O1.C[C@@H]1COC(=O)O1.C[C@@H]1COC(=O)O1.C[C@@H]1COC(=O)O1.C[C@@H]1COC(=O)O1
Lowest unoccupied orbital energy ... 0.1 eV
HOMO level ... -9.5 eV

Each line ends with the Mulliken charge.
Element x y z (Å)
S1 -2.311 0.808 0.281  0.9365
F1 -4.292 2.953 -0.969  -0.1298
F2 -5.035 3.789 0.852  -0.2578
F3 -2.991 4.135 0.285  -0.2529
F4 -4.628 1.295 1.383  -0.2362
F5 -2.953 2.396 2.184  -0.2484
O1 -2.046 -3.587 -4.022  -0.3914
O2 -2.302 1.100 -1.259  0.1409
O3 -1.053 1.071 0.889  -0.5179
O4 -5.575 0.403 -2.938  -0.5355
O5 -0.177 1.756 -1.673  -0.1131
O6 5.105 5.079 4.964  -0.2117
O7 3.818 6.779 5.580  -0.3807
O8 -7.027 -0.172 -1.319  -0.3416
O9 7.067 2.585 3.932  -0.3853
O10 -2.783 -9.633 -3.534  -0.3459
O11 -4.642 -10.859 -3.886  -0.5353
O12 5.116 2.057 2.940  -0.5186
O13 -2.878 -10.998 -5.283  -0.3267
O14 -2.902 -0.476 0.433  -0.6290
O15 -1.917 2.933 -2.517  -0.4333
O16 6.318 3.828 2.255  -0.2808
O17 -6.090 -1.766 -2.555  -0.3136
O18 5.803 7.183 4.584  -0.5420
O19 2.636 2.381 -2.321  -0.5701
O20 -0.120 -3.385 -2.931  -0.3655
O21 -0.503 -5.218 -4.186  -0.5396
N1 2.800 1.863 -0.111  0.0737
C1 1.950 1.497 1.023  -1.0139
C2 -3.544 -10.529 -4.200  0.6309
C3 2.115 5.696 6.937  -1.4744
C4 2.119 2.329 -1.233  0.2380
C5 0.668 2.819 -1.155  -0.3298
C6 -0.855 -4.164 -3.758  0.5535
C7 4.983 6.429 5.003  0.5855
C8 -2.211 -2.453 -3.141  0.7802
C9 -7.730 -1.381 -1.012  -0.5449
C10 -6.745 -2.441 -1.458  0.5741
C11 -3.041 -1.370 -3.771  -1.1327
C12 -1.443 -9.676 -4.068  0.5032
C13 4.073 4.518 5.787  -0.6004
C14 -6.171 -0.429 -2.334  0.6856
C15 3.005 5.593 5.728  0.5596
C16 -0.778 -8.331 -3.979  -1.4192
C17 -1.442 2.073 -1.861  0.4063
C18 -7.355 -3.740 -1.916  -1.5245
C19 8.150 3.483 3.598  0.4018
C20 -1.717 -10.180 -5.472  -0.4707
C21 3.861 2.814 0.318  -0.7881
C22 6.079 2.755 3.034  0.7293
C23 8.872 3.935 4.837  -1.3929
C24 -0.769 -2.109 -2.859  -0.2538
C25 -3.980 3.253 0.267  0.5463
C26 -3.558 1.993 1.068  0.5844
C27 7.397 4.567 2.852  -0.1555
H1 -0.623 -1.671 -1.874  0.1422
H2 -6.585 -4.434 -2.247  0.3711
H3 2.708 5.897 7.830  0.3578
H4 -8.652 -1.409 -1.597  0.3197
H5 -1.380 -7.564 -4.463  0.3505
H6 -5.991 -2.619 -0.687  0.2543
H7 4.468 4.384 6.797  0.2910
H8 -8.032 -3.567 -2.754  0.3458
H9 -7.965 -1.415 0.048  0.3184
H10 8.169 4.381 5.541  0.2801
H11 -0.330 -1.458 -3.618  0.2991
H12 -4.052 -1.727 -3.944  0.2436
H13 9.632 4.672 4.578  0.3861
H14 1.235 0.725 0.732  0.2626
H15 7.987 5.069 2.090  0.3946
H16 8.827 2.947 2.927  0.3456
H17 -2.696 -2.813 -2.228  0.1525
H18 -1.971 -9.364 -6.152  0.2991
H19 9.357 3.094 5.330  0.3604
H20 0.620 3.663 -1.847  0.3699
H21 0.203 -8.356 -4.453  0.3893
H22 1.400 6.509 6.821  0.3585
H23 1.411 2.351 1.457  0.3778
H24 -3.095 -0.498 -3.123  0.0764
H25 -0.910 -10.772 -5.895  0.3127
H26 2.411 5.491 4.816  0.2558
H27 -0.648 -8.033 -2.940  0.3534
H28 -7.909 -4.201 -1.098  0.3957
H29 4.157 3.438 -0.527  0.4508
H30 0.315 3.107 -0.164  0.3702
H31 6.971 5.307 3.526  -0.0419
H32 -2.632 -1.070 -4.738  0.4214
H33 3.761 3.558 5.385  0.3368
H34 -0.890 -10.426 -3.496  0.2676
H35 1.565 4.765 7.075  0.3787
H36 4.718 2.245 0.676  0.1473
H37 2.595 1.089 1.804  0.4096
H38 3.480 3.452 1.123  0.1689

Here is a structure of composition C27H39BN6O4RuS3Se from OMol25. Energies are from ωB97M-V/def2-TZVPD.

Properties
Molecular weight ... 798.7 u
Net charge ... +1
Orbital gap (alpha / beta) ... 6.57 / 6.54 eV
Spin multiplicity ... 2
Lowest unoccupied orbital energy (alpha / beta) ... -4.9 / -4.9 eV
HOMO level (alpha / beta) ... -11.5 / -11.4 eV

Each line ends with the Mulliken spin population.
Element x y z (Å)
Ru1 0.027 2.643 2.863  0.9226
Se1 0.628 1.527 5.395  -0.0005
S1 2.381 2.460 2.677  -0.0330
S2 -2.128 2.383 2.169  -0.0124
S3 0.305 4.284 1.184  0.0834
O1 -0.102 0.959 3.938  0.0946
O2 -0.436 1.571 6.572  0.0076
O3 2.059 0.873 5.619  -0.0033
O4 0.762 3.099 4.637  -0.0020
N1 -0.605 -1.079 1.350  0.0010
N2 -0.937 1.336 -1.092  0.0029
N3 1.522 0.770 0.841  -0.0128
N4 -0.383 2.093 -0.141  0.0214
N5 1.606 -0.081 -0.202  -0.0003
N6 -0.917 0.200 1.475  -0.0082
C1 5.037 1.126 2.066  -0.0037
C2 -3.116 -0.240 2.249  0.0122
C3 -1.125 1.041 -4.498  0.0011
C4 -2.805 -1.563 2.097  0.0018
C5 -3.381 1.659 -3.586  0.0009
C6 -1.519 -1.964 1.671  -0.0014
C7 3.866 0.693 1.248  0.0005
C8 3.935 -0.204 0.234  -0.0001
C9 -2.072 0.653 1.953  -0.0104
C10 -1.157 3.307 -2.384  0.0052
C11 -1.433 -4.125 2.901  -0.0001
C12 -0.270 3.421 -0.195  0.0060
C13 0.326 -3.596 1.210  0.0004
C14 -2.014 -4.057 0.453  0.0001
C15 1.515 -1.659 -2.379  -0.0010
C16 3.421 -2.835 -1.259  -0.0002
C17 -1.152 -3.433 1.560  -0.0001
C18 -0.626 4.086 -1.401  -0.0031
C19 2.570 1.234 1.519  -0.0050
C20 3.847 -0.847 -2.732  -0.0001
C21 -4.427 0.264 2.758  -0.0001
C22 -2.208 -0.375 -2.739  0.0006
C23 -2.012 1.053 -3.245  -0.0013
C24 -0.453 5.565 -1.523  0.0054
C25 2.775 -0.552 -0.517  -0.0038
C26 2.879 -1.475 -1.719  0.0017
C27 -1.343 1.915 -2.190  0.0001
B1 0.115 1.306 1.122  -0.0683
H1 1.618 -2.322 -3.238  0.0005
H2 3.924 -1.491 -3.609  0.0000
H3 -1.259 -0.840 -2.474  -0.0004
H4 4.853 0.928 3.124  0.0000
H5 -0.756 5.909 -2.509  -0.0001
H6 3.493 0.132 -3.059  0.0000
H7 0.587 5.847 -1.354  0.0019
H8 -1.467 3.762 -3.316  0.0002
H9 -1.145 -5.174 2.832  -0.0001
H10 0.558 -4.658 1.132  0.0002
H11 -0.970 2.045 -4.898  0.0001
H12 -3.080 -3.977 0.674  -0.0001
H13 -1.775 -5.117 0.357  0.0000
H14 4.887 -0.652 -0.019  0.0000
H15 4.415 -2.752 -0.817  0.0001
H16 -2.490 -4.096 3.171  -0.0001
H17 -2.681 -0.968 -3.523  0.0003
H18 5.939 0.603 1.756  -0.0004
H19 -1.600 0.445 -5.277  0.0000
H20 -0.859 -3.668 3.708  0.0000
H21 -5.128 -0.555 2.902  0.0001
H22 -1.051 6.081 -0.770  -0.0025
H23 -3.545 -2.317 2.335  0.0003
H24 0.790 -2.091 -1.689  0.0001
H25 -4.285 0.777 3.711  0.0002
H26 -2.851 -0.397 -1.858  0.0006
H27 4.852 -0.729 -2.323  0.0001
H28 1.115 -0.704 -2.722  0.0000
H29 -4.019 1.714 -2.701  -0.0001
H30 -0.149 0.604 -4.283  -0.0002
H31 0.560 -3.116 0.261  -0.0004
H32 2.759 -3.298 -0.526  0.0001
H33 -1.825 -3.575 -0.508  0.0001
H34 -3.881 1.032 -4.324  0.0000
H35 -4.864 0.982 2.062  0.0000
H36 -3.298 2.661 -4.011  -0.0001
H37 0.966 -3.157 1.976  0.0001
H38 3.500 -3.504 -2.117  0.0000
H39 5.202 2.200 1.964  0.0009

Q: What is the formula in the third record?
A: C27H38F15IO11P

Q: What is the molecular weight in the first record?
A: 843.3 u

Q: The highest molecular weight belongs to which entry?
A: C27H38F15IO11P

Q: Which formula does entry 4 have?
A: C27H38F5NO21S